Formula: C17H25N5O4S
Source: the Open Molecules 2025 dataset
Level of theory: the ωB97M-V functional and the def2-TZVPD basis

Geometry (Å):
C1 0.81855 2.41888 3.54816
C2 0.37178 1.31349 2.67632
C3 1.02727 0.03107 3.11942
C4 0.70055 -1.20873 2.47841
N1 1.13864 -0.97324 1.19911
C5 0.38205 -0.89636 0.13005
N2 1.03332 -0.95163 -0.94091
C6 2.34850 -1.01936 -0.84222
C7 2.48670 -1.27544 0.53086
C8 3.60775 -1.64147 1.22730
O1 3.90950 -1.98192 2.20590
N3 4.81496 -1.71045 0.14740
C9 4.59029 -1.36132 -0.98567
O2 5.54468 -1.67940 -1.90611
N4 3.39912 -1.08725 -1.65103
C10 3.20759 -1.09985 -2.97001
H1 2.76430 0.05479 -3.05971
H2 2.45779 -1.74552 -3.37004
H3 4.08251 -1.07416 -3.66285
C11 5.99938 -2.21059 0.72630
H4 6.42001 -2.92908 0.24394
H5 6.00892 -2.41476 1.78612
H6 6.69956 -1.37087 0.39418
S1 -1.33983 -0.75820 0.18827
C12 -1.64283 -0.15900 -1.82303
H7 -1.46160 0.69377 -1.92593
C13 -3.24677 -0.45166 -1.69175
O3 -3.61002 -1.44957 -2.73162
N5 -4.03945 0.24558 -1.21126
C14 -3.81968 1.49771 -0.47486
H8 -2.67563 1.66087 -0.49327
H9 -4.18076 1.57312 0.44630
C15 -4.34931 2.74564 -1.29864
O4 -5.68410 2.70654 -1.36397
C16 -5.97424 1.51018 -2.17429
H10 -7.11616 1.39037 -2.54121
C17 -5.47052 0.39348 -1.60651
H11 -5.74246 -0.89287 -2.11280
H12 -6.00441 0.07572 -0.62317
H13 -5.44131 1.41801 -3.30913
H14 -4.31165 3.57198 -0.55724
H15 -3.72951 2.60809 -2.19583
H16 -1.10354 -1.11722 -2.07877
H17 1.26873 -2.12103 3.04956
H18 -0.21005 -1.37671 2.44281
H19 0.71961 -0.07215 4.31150
H20 2.14710 0.10051 3.30903
H21 -0.71955 1.19528 2.81527
H22 0.85312 1.49778 1.54344
H23 0.67184 2.25389 4.53655
H24 1.96706 2.65307 3.47625
H25 0.43223 3.41994 3.06935

Values from the calculation:
Calculated total energy (eV): -44494.456
HOMO-LUMO gap (eV): 8.26
ΔE to the lowest compared entry with this formula, charge and spin (kJ/mol): 1807.8
E_LUMO (eV): 0.0
Molecular weight (g/mol): 395.48

Formula: C4H13NO2
Source: the Open Molecules 2025 dataset
Level of theory: the ωB97M-V functional and the def2-TZVPD basis

Geometry (Å):
C1 2.07959 -1.19397 -0.66563
C2 1.06600 -0.72440 -1.69772
N1 -0.30415 -0.90920 -1.28255
C3 -0.83706 0.03809 -0.31781
C4 -1.22377 -0.60395 1.01252
O1 -2.02524 0.25512 1.82102
H1 2.04685 -2.27266 -0.55856
H2 1.82361 -0.73926 0.28604
H3 3.04018 -0.76428 -0.95015
H4 1.22206 -1.21954 -2.65624
H5 1.27041 0.33155 -1.91710
H6 -0.93841 -0.99799 -2.05860
H7 -1.76296 0.45372 -0.72510
H8 -0.14070 0.87456 -0.15454
H9 -1.77103 -1.52489 0.81596
H10 -0.31170 -0.82209 1.58304
H11 -1.83263 1.17661 1.59830
O2 -0.64403 3.25030 2.00158
H12 -0.09181 2.74497 2.61979
H13 -0.66521 2.64732 1.24576

Values from the calculation:
SMILES: CCNCCO.O
Calculated total energy (eV): -9943.145
HOMO-LUMO gap (eV): 9.73
ΔE to the lowest compared entry with this formula, charge and spin (kJ/mol): 101.5
E_LUMO (eV): 0.7
Molecular weight (g/mol): 107.15

Formula: C24H30N6O2S
Source: the Open Molecules 2025 dataset
Level of theory: the ωB97M-V functional and the def2-TZVPD basis

Geometry (Å):
C1 -3.25123 -0.90052 -3.87817
H1 -2.91250 -1.34905 -4.93237
C2 -2.35991 -1.51180 -2.88873
H2 -1.39677 -1.51572 -3.07379
H3 -2.73491 -2.84473 -3.01739
C3 -2.90754 -1.11708 -1.42244
C4 -2.37367 0.21339 -1.15428
N1 -1.45158 0.94341 -2.23358
N2 -1.20060 2.16369 -1.70659
C5 -1.79818 2.23467 -0.51543
N3 -2.64687 1.36930 -0.25248
C6 -3.48773 0.99099 0.79164
C7 -2.61229 -0.12058 1.79501
C8 -3.28613 -0.82003 2.67534
C9 -2.64574 -1.68439 3.45005
C10 -1.35326 -1.50140 3.92052
C11 -0.57204 -0.66188 3.12667
C12 -1.31865 0.21230 2.22078
H4 -0.63584 1.12986 1.52679
H5 0.41734 -0.28825 3.35521
H6 -0.80305 -2.07259 4.43280
H7 -3.28705 -2.32612 4.29509
H8 -4.36757 -0.95556 2.52518
H9 -3.72560 1.90877 1.50979
H10 -4.29466 0.54335 0.34170
S1 -1.74906 3.69423 0.52742
C13 -0.51441 4.47797 -0.26553
C14 0.89325 4.32224 0.12527
O1 1.41511 4.68067 1.13541
N4 1.26138 3.01700 -0.45727
C15 2.34021 2.33681 -0.35729
C16 3.35245 2.54051 0.40839
C17 4.46122 1.72348 0.73149
C18 4.42736 0.32369 0.03871
C19 3.36096 0.04676 -0.77826
C20 2.39090 1.19815 -0.92491
H11 1.56027 0.73873 -1.79220
H12 3.39732 -0.81723 -1.02193
N5 5.52702 -0.34676 0.30241
C21 5.65796 -1.52487 -0.08317
O2 5.09820 -2.35172 -0.72878
C22 6.96290 -2.13283 0.54267
H13 7.13670 -3.25058 -0.06221
H14 7.07278 -2.38618 1.41773
H15 7.81359 -1.51312 -0.11286
H16 6.41053 -0.05776 0.87448
H17 5.33008 1.84717 1.40742
H18 3.50797 3.36588 1.08620
H19 0.57928 2.78732 -1.31455
H20 -0.80171 5.74250 0.15660
H21 -0.65780 4.65675 -1.38685
N6 -2.38131 -1.77419 -0.37963
C23 -0.79519 -2.02809 -0.41743
H22 -0.63834 -2.50788 0.77968
H23 -0.31769 -1.24468 -0.42391
H24 -0.64492 -2.76510 -0.83176
C24 -3.20057 -3.07853 -0.16650
H25 -4.31889 -2.76600 -0.03231
H26 -2.97621 -3.70544 -0.82699
H27 -2.75629 -3.42566 1.17197
H28 -3.88218 -1.02157 -1.47037
H29 -4.32475 -1.00169 -3.70540
H30 -2.99209 0.16002 -4.05704

Values from the calculation:
Calculated total energy (eV): -49222.978
HOMO-LUMO gap (eV): 8.18
ΔE to the lowest compared entry with this formula, charge and spin (kJ/mol): 2327.7
E_LUMO (eV): 0.4
Molecular weight (g/mol): 466.61

Formula: C13H19N2
Source: the Open Molecules 2025 dataset
Level of theory: the ωB97M-V functional and the def2-TZVPD basis

Geometry (Å):
C1 2.18615 2.17004 3.21475
C2 1.98159 0.79969 3.36869
C3 1.34953 2.91347 2.38383
C4 0.94421 0.18532 2.71555
C5 0.30377 2.31722 1.72176
C6 0.05164 0.92652 1.88856
C7 -0.38047 -1.02875 -0.96721
C8 0.64429 -1.69493 -1.40724
C9 -2.05562 0.84612 0.70269
C10 -1.90057 0.80599 -0.82569
C11 0.77089 -2.38992 -2.75331
C12 1.85971 -1.81774 -0.53293
C13 -2.00629 -0.70739 -2.75155
N1 -0.97201 0.23596 1.40227
N2 -1.69446 -0.59751 -1.30604
H1 2.98834 2.65689 3.74806
H2 2.63351 0.22756 4.01267
H3 1.52081 3.97380 2.26734
H4 0.74308 -0.86709 2.84018
H5 -0.33266 2.92189 1.09164
H6 -2.22116 1.89630 0.98075
H7 -2.95227 0.27440 0.97811
H8 -2.79975 1.21080 -1.29316
H9 -1.02986 1.38759 -1.13787
H10 0.72155 -1.67333 -3.56990
H11 1.73220 -2.89083 -2.79383
H12 -0.00991 -3.13454 -2.89152
H13 2.11285 -2.86825 -0.40496
H14 2.70060 -1.32431 -1.01678
H15 1.68885 -1.36613 0.43901
H16 -1.28722 -0.11152 -3.31122
H17 -1.93464 -1.74596 -3.06598
H18 -3.01110 -0.34073 -2.95599
H19 -2.34557 -1.19065 -0.77066

Values from the calculation:
Net charge: +1
Calculated total energy (eV): -16758.823
HOMO-LUMO gap (spin up / spin down) (eV): 7.34 / 7.85
ΔE to the lowest compared entry with this formula, charge and spin (kJ/mol): 432.7
E_LUMO (spin up / spin down) (eV): -3.8 / -4.3
Molecular weight (g/mol): 203.31

Formula: C39H94N2O9
Source: the Open Molecules 2025 dataset
Level of theory: the ωB97M-V functional and the def2-TZVPD basis

Geometry (Å):
C1 3.70227 -2.95990 -3.72752
C2 4.04177 -3.73634 -2.41445
C3 3.53722 -2.91148 -1.24305
C4 3.41013 -5.13378 -2.38085
C5 4.08797 -6.12822 -1.32371
C6 5.60114 -6.18972 -1.65333
C7 6.28070 -4.84868 -1.65100
C8 6.45224 -4.46193 -0.19763
C9 7.61931 -5.06157 -2.30104
N1 5.54061 -3.90937 -2.55628
O1 6.20205 -2.77746 -2.64651
H1 4.37976 -3.04670 -4.57697
H2 2.76701 -3.43495 -4.02367
H3 3.65462 -1.87548 -3.62817
H4 2.47020 -2.68933 -1.22795
H5 3.74591 -3.22703 -0.22081
H6 3.98901 -1.92469 -1.14186
H7 2.37057 -4.99784 -2.08262
H8 3.47176 -5.64920 -3.33931
H9 3.85007 -5.79164 -0.31464
H10 3.73523 -7.15911 -1.29303
H11 5.68928 -6.60597 -2.65686
H12 6.11279 -6.92690 -1.03456
H13 5.60673 -4.62267 0.47123
H14 6.80802 -3.43274 -0.14979
H15 7.31981 -4.99393 0.19275
H16 8.16933 -4.12694 -2.19126
H17 7.66034 -5.32467 -3.35802
H18 8.13077 -5.89193 -1.81421
H19 6.31060 -2.76441 -3.60026
C10 -4.49819 1.13613 -1.80575
C11 -5.36681 0.79812 -0.53528
C12 -4.42959 0.64661 0.71502
C13 -6.24814 2.05808 -0.27417
C14 -7.48397 1.76325 0.58068
C15 -8.32653 0.77016 -0.21947
C16 -7.51843 -0.63048 -0.40684
C17 -7.68514 -1.43963 0.88136
C18 -8.20894 -1.38108 -1.56042
N2 -6.10806 -0.47467 -0.82639
O2 -5.33587 -1.62758 -0.76964
H20 -4.94714 1.10483 -2.79851
H21 -3.61881 0.49254 -1.82982
H22 -4.09606 2.14102 -1.67702
H23 -5.03096 0.88478 1.59236
H24 -3.71942 1.47284 0.68200
H25 -3.79120 -0.23355 0.79167
H26 -5.77383 2.87006 0.27704
H27 -6.59602 2.60967 -1.14758
H28 -8.02464 2.66363 0.87238
H29 -7.19777 1.45384 1.58589
H30 -8.56075 1.21419 -1.18699
H31 -9.27828 0.57495 0.27464
H32 -8.75296 -1.55600 1.06658
H33 -7.25826 -2.43410 0.75136
H34 -7.15914 -0.91347 1.67797
H35 -7.88579 -2.40636 -1.74065
H36 -9.29727 -1.32136 -1.55101
H37 -7.97663 -0.97309 -2.54413
H38 -5.46691 -1.99749 -1.64577
C19 -2.53337 -2.04819 5.38550
C20 -1.55632 -1.23179 4.54819
C21 -2.11989 0.07557 4.05421
O3 -0.26781 -1.03024 5.24804
H39 -1.97094 -2.89189 5.78544
H40 -3.32524 -2.45558 4.75695
H41 -2.91597 -1.45495 6.21603
H42 -1.24523 -1.92739 3.76880
H43 -2.74081 0.02380 3.15985
H44 -1.26978 0.73044 3.86301
H45 -2.74459 0.70461 4.68837
H46 0.40608 -0.90317 4.57623
C22 -0.74869 1.54765 0.77252
C23 0.75019 1.30549 0.71998
C24 1.25454 0.24406 -0.26392
O4 1.23237 2.53228 0.25125
H47 -1.01689 1.87349 1.77751
H48 -1.26659 0.59330 0.67712
H49 -1.12751 2.38881 0.19196
H50 0.96063 1.00870 1.74747
H51 1.41613 0.77591 -1.20154
H52 0.64429 -0.65882 -0.24145
H53 2.25975 -0.01364 0.06963
H54 0.86703 2.72145 -0.61613
C25 -0.09615 6.43844 0.03502
C26 -0.88054 5.49438 0.89109
C27 -1.55582 6.17106 2.13067
O5 -1.65908 4.76790 0.00777
H55 0.62753 7.05740 0.56537
H56 -0.77710 7.21456 -0.31435
H57 0.46422 6.01248 -0.79723
H58 -0.25350 4.66185 1.21018
H59 -2.05577 5.42071 2.74314
H60 -2.20869 6.98668 1.81983
H61 -0.83221 6.58753 2.83141
H62 -1.06866 4.33211 -0.61116
C28 -2.39203 -2.75456 1.32412
C29 -3.09118 -3.68942 0.41442
C30 -2.43949 -3.49787 -0.90229
O6 -3.23031 -4.97015 0.87333
H63 -2.89475 -2.67799 2.28823
H64 -2.30568 -1.74390 0.92509
H65 -1.39316 -3.07084 1.62468
H66 -4.06901 -3.20832 0.43655
H67 -3.18062 -3.83525 -1.62686
H68 -1.39033 -3.75065 -1.05550
H69 -2.61787 -2.44583 -1.12476
H70 -2.89252 -5.58373 0.21682
C31 6.48106 -1.12471 2.50801
C32 5.70883 -0.79716 1.20403
C33 4.83635 0.45462 1.49683
O7 6.60369 -0.50003 0.19560
H71 7.08244 -2.01701 2.33412
H72 5.94431 -1.42499 3.40792
H73 7.27196 -0.48267 2.89579
H74 5.06743 -1.63996 0.94636
H75 5.41031 1.26409 1.94785
H76 4.12565 0.21462 2.28766
H77 4.29664 0.72900 0.59044
H78 6.07477 -0.17540 -0.53683
C34 -1.59306 4.38715 -4.21958
C35 -1.23712 3.33678 -3.05010
C36 -0.93440 1.87012 -3.40803
O8 -0.15131 3.67951 -2.23475
H79 -2.09996 3.83048 -5.00778
H80 -0.77522 4.83921 -4.78073
H81 -2.29158 5.16360 -3.90767
H82 -2.10423 3.31628 -2.38995
H83 0.09094 1.66986 -3.71896
H84 -1.54106 1.51507 -4.24110
H85 -1.05491 1.19729 -2.55898
H86 0.59886 4.04214 -2.71156
C37 4.75607 4.35357 0.76384
C38 3.59010 4.68919 1.64652
C39 3.62548 6.15307 2.32846
O9 2.52719 4.84271 0.74950
H87 5.65013 4.01974 1.29044
H88 5.13577 5.19988 0.19141
H89 4.62554 3.53042 0.06134
H90 3.52124 3.90993 2.40555
H91 4.60726 6.62622 2.31007
H92 3.47482 5.91320 3.38101
H93 2.83883 6.89030 2.16793
H94 2.01301 4.03592 0.67013

Values from the calculation:
SMILES: CC1(C)CCCC(C)(C)N1O.CC1(C)CCCC(C)(C)N1O.CC(C)O.CC(C)O.CC(C)O.CC(C)O.CC(C)O.CC(C)O.CC(C)O
Calculated total energy (eV): -63367.277
HOMO-LUMO gap (eV): 8.40
ΔE to the lowest compared entry with this formula, charge and spin (kJ/mol): 606.2
E_LUMO (eV): 0.3
Molecular weight (g/mol): 735.19

Formula: C4HCoLiO4
Source: the Open Molecules 2025 dataset
Level of theory: the ωB97M-V functional and the def2-TZVPD basis

Geometry (Å):
O1 -0.88924 2.92096 -0.14352
C1 -0.66112 4.01492 -0.31931
C2 -0.80751 -1.46505 -0.65971
C3 -1.71327 -1.69808 0.12123
H1 -2.68099 -1.78693 0.58760
Li1 -1.02654 0.88011 0.25311
O2 2.29808 -1.39872 0.36909
C4 1.25544 -0.86707 -0.02503
O3 0.90480 0.29947 0.31998
O4 0.49516 -1.53950 -0.90927
Co1 2.82518 0.63991 0.40584

Values from the calculation:
⟨S²⟩: 3.755
Multiplicity: 4
Net charge: +2
Calculated total energy (eV): -50164.286
HOMO-LUMO gap (spin up / spin down) (eV): 7.37 / 6.55
ΔE to the lowest compared entry with this formula, charge and spin (kJ/mol): 0.5
E_LUMO (spin up / spin down) (eV): -11.2 / -12.1
Molecular weight (g/mol): 178.92

Formula: C38H27F12FeN2O2P
Source: the Open Molecules 2025 dataset
Level of theory: the ωB97M-V functional and the def2-TZVPD basis

Geometry (Å):
Fe1 -0.26949 1.24705 1.24552
C1 3.59471 1.84395 -4.63478
C2 3.09521 1.61325 -3.23828
C3 3.45941 0.46685 -2.54098
C4 3.01751 0.26825 -1.25658
C5 2.16091 1.17285 -0.59838
N1 1.77071 0.85665 0.68512
C6 2.73131 0.58345 1.59882
C7 4.04491 1.08095 1.41032
C8 5.09351 0.70365 2.20962
C9 4.90271 -0.18055 3.26572
C10 6.04711 -0.70805 4.07962
C11 3.59881 -0.55905 3.55922
C12 2.51611 -0.17225 2.78942
C13 1.10061 -0.55405 3.23392
O1 0.18581 0.41205 3.07442
C14 0.71961 -1.85425 2.44402
F1 0.48101 -1.59455 1.14932
F2 -0.36359 -2.49185 2.91122
F3 1.71021 -2.77115 2.44862
C15 1.01911 -0.95645 4.74192
F4 -0.25149 -0.96795 5.15412
F5 1.50091 -2.18505 5.04432
F6 1.65751 -0.10245 5.55222
C16 1.75031 2.30975 -1.32728
C17 2.24171 2.50885 -2.61378
C18 0.75131 3.33095 -0.76288
O2 0.29341 3.14535 0.48042
C19 -0.49819 3.32035 -1.70408
F7 -1.50879 4.03525 -1.19838
F8 -0.95149 2.06615 -1.84678
F9 -0.32569 3.78905 -2.95988
C20 1.40001 4.74895 -0.79098
F10 0.70451 5.62455 -0.06308
F11 2.63731 4.72485 -0.27528
F12 1.52871 5.32385 -2.00808
H1 4.60101 1.44245 -4.74728
H2 2.94961 1.33435 -5.35258
H3 3.60381 2.90395 -4.87688
H4 4.09861 -0.27105 -3.00808
H5 3.31141 -0.61555 -0.71038
H6 4.20681 1.79235 0.61412
H7 6.08181 1.09115 2.01132
H8 6.97731 -0.63435 3.52062
H9 6.16311 -0.14865 5.00922
H10 5.86891 -1.75295 4.32912
H11 3.45461 -1.18665 4.42582
H12 1.96391 3.39185 -3.16658
N2 -1.68279 0.28085 0.43872
P1 -2.60459 -0.70315 -0.31888
C21 -2.13979 -0.77395 -2.07748
C22 -2.95669 -0.31935 -3.10238
C23 -2.44419 -0.18935 -4.38068
C24 -1.12119 -0.50745 -4.63968
C25 -0.29269 -0.92955 -3.61068
C26 -0.79539 -1.03845 -2.32968
C27 -4.37629 -0.24955 -0.21368
C28 -4.68419 0.77725 0.66822
C29 -6.00289 1.14255 0.87152
C30 -7.01009 0.49835 0.17232
C31 -6.70269 -0.52405 -0.71208
C32 -5.38779 -0.91435 -0.89358
C33 -2.62569 -2.42505 0.32172
C34 -1.89709 -3.47165 -0.22658
C35 -1.88769 -4.70645 0.39822
C36 -2.61409 -4.91045 1.55902
C37 -3.32429 -3.86245 2.12102
C38 -3.31679 -2.62205 1.51282
H13 -3.98069 -0.04355 -2.89218
H14 -3.07809 0.18115 -5.17518
H15 -0.72139 -0.39005 -5.63768
H16 0.75011 -1.13675 -3.80608
H17 -0.14709 -1.27205 -1.49668
H18 -3.86219 1.25675 1.18742
H19 -6.25069 1.92505 1.57452
H20 -8.04059 0.78635 0.32152
H21 -7.49549 -1.02065 -1.25238
H22 -5.13769 -1.73985 -1.54718
H23 -1.35449 -3.32425 -1.14778
H24 -1.29439 -5.51005 -0.01428
H25 -2.62069 -5.88565 2.02822
H26 -3.87249 -4.01205 3.03822
H27 -3.85439 -1.79205 1.95432

Values from the calculation:
⟨S²⟩: 0.942
Multiplicity: 2
Net charge: -1
Calculated total energy (eV): -123207.627
HOMO-LUMO gap (spin up / spin down) (eV): 5.25 / 6.47
E_LUMO (spin up / spin down) (eV): 1.2 / 2.3
Molecular weight (g/mol): 858.44

Formula: C3H2AgFLiO2
Source: the Open Molecules 2025 dataset
Level of theory: the ωB97M-V functional and the def2-TZVPD basis

Geometry (Å):
O1 -0.54229 -0.13491 1.16845
C1 -0.61852 -0.77843 0.03504
O2 -1.72939 -0.89226 -0.49164
Li1 -2.50062 -0.89490 1.49429
Ag1 1.19080 -0.62471 2.35142
C2 0.52018 1.03429 -1.09361
C3 0.80468 -0.21509 -0.65714
H1 1.33299 1.74725 -1.24316
H2 -0.23788 1.09604 -1.87671
F1 1.78006 -0.33728 0.31306

Values from the calculation:
⟨S²⟩: 0.756
Multiplicity: 2
Net charge: +2
Calculated total energy (eV): -14137.245
HOMO-LUMO gap (spin up / spin down) (eV): 9.51 / 6.11
E_LUMO (spin up / spin down) (eV): -10.4 / -13.7
Molecular weight (g/mol): 203.85